a | 11
Properties=species:S:1:pos:R:3 method="wB97M-V/def2-TZVPD" lumo_energy_ha="-0.02049 / -0.02163" homo_lumo_gap_ev="8.2 / 8.1" total_charge=0 homo_energy_ev="-8.744 / -8.677"
Cl -3.48716 -0.14014 -0.37033
H -0.73050 -2.00695 -0.47150
H 1.11992 -0.43286 -1.06695
C -2.02394 -0.29707 0.26281
C -0.74527 -1.00106 -0.09981
O -1.27929 1.94194 0.32978
O -1.34092 -0.78044 1.28808
H 0.31952 0.94949 -0.29396
H -0.54360 2.12694 0.96964
C 0.51399 -0.13612 -0.19924
H 1.09899 -0.29946 0.75715

***

b | 11
Properties=species:S:1:pos:R:3 method="wB97M-V/def2-TZVPD" lumo_energy_ha="0.01522 / -0.04675" homo_lumo_gap_ev="9.2 / 6.0" total_charge=0 homo_energy_ev="-8.762 / -7.242"
H -0.78883 -1.59552 0.70872
H -0.39817 1.01565 -0.88476
C 2.19860 0.20673 -0.29987
H -0.99118 -0.62263 -0.95014
H -2.48141 -1.06331 0.13961
H -0.09246 1.98005 0.73007
C -1.32116 -0.91151 0.10500
Cl 2.28580 -1.56793 -0.27361
O 3.12740 0.93093 -0.14064
O -1.04134 0.33295 0.78674
C -0.49723 1.29460 0.07888

***

What should be chosen as the least stable of them? Choose a.